Computed, not measured: an isolated molecule of C9H22N4O4S2 in a non-equilibrium geometry, with the ωB97M-V functional and the def2-TZVPD basis.

Geometry as XYZ:
```
41
Properties=species:S:1:pos:R:3:forces:R:3
C -3.4894 0.4296 -0.7149 -0.2597 -0.1000 0.2734
N -2.2881 0.2412 -1.5012 0.0322 -0.9862 -0.1628
C -2.2337 1.1115 -2.6571 0.1004 0.1046 -0.3195
S -1.9337 -1.3864 -1.8700 0.4031 0.0860 0.0014
O -2.0051 -1.5549 -3.2882 0.1024 0.2541 -0.0921
O -2.7319 -2.2122 -1.0194 -0.0363 0.1864 0.3043
N -0.3722 -1.6103 -1.4225 -0.8879 -0.0048 -0.3147
C 0.6975 -1.2055 -2.3013 0.3619 0.1338 -0.4730
C 1.6418 -0.1458 -1.7132 -0.2944 -0.0485 0.0586
C 0.9685 0.8506 -0.7620 0.4899 0.3185 -0.4941
N 0.8483 0.3701 0.6014 0.8981 -0.0562 0.4591
S 2.3136 0.0557 1.3692 -0.2765 0.4375 0.5898
O 3.3082 0.8532 0.7271 -0.1294 0.2508 -0.2267
O 2.5358 -1.3520 1.5075 -0.2166 -0.1633 0.1134
N 2.1140 0.6781 2.8897 0.2122 -0.4259 -0.7140
C 1.7883 2.0815 2.9099 -0.0056 0.3305 -0.1040
C 1.4974 -0.1358 3.9067 -0.0560 -0.3403 0.1343
C -0.1769 -0.6189 0.8486 -0.1719 -0.5285 0.1644
C -0.0973 -1.8735 -0.0343 -0.2127 -0.0117 0.6765
H -3.4255 1.3841 -0.1894 -0.0002 -0.0088 -0.0187
H -4.3902 0.4224 -1.3381 -0.0375 0.0101 0.0327
H -3.5565 -0.3847 0.0004 -0.1684 0.1592 0.1324
H -3.0783 0.9423 -3.3334 0.0396 0.0559 -0.0138
H -1.3150 0.9170 -3.2022 0.0354 0.1976 -0.1399
H -2.2446 2.1483 -2.3185 0.0415 -0.0186 0.0195
H 0.2081 -0.8440 -3.2059 0.2844 -0.0232 -0.0692
H 1.2850 -2.0912 -2.5750 -0.0913 0.1056 -0.0619
H 2.1019 0.4009 -2.5374 0.0851 -0.0413 -0.0135
H 2.4443 -0.6290 -1.1537 0.0707 -0.0045 -0.2218
H -0.0341 1.1092 -1.1064 0.0447 0.0709 0.1118
H 1.5818 1.7513 -0.7038 -0.1779 0.0119 -0.2229
H 2.3622 2.5530 2.1171 -0.0513 0.2864 0.0901
H 0.7192 2.2561 2.7417 0.0031 0.0164 0.0271
H 2.0788 2.5064 3.8707 0.0201 -0.0101 -0.0154
H 1.7235 -1.1727 3.6724 -0.0992 -0.0713 0.2290
H 0.4119 0.0114 3.9577 0.0027 -0.0053 0.0211
H 1.9314 0.1141 4.8768 -0.0320 -0.0081 -0.0320
H -1.1488 -0.1412 0.6968 0.1161 -0.0132 0.1852
H -0.0805 -0.9232 1.8899 -0.2605 -0.0712 0.0309
H -0.8537 -2.5845 0.3046 0.2384 -0.0272 0.1642
H 0.8937 -2.3222 0.0597 -0.1165 -0.0484 -0.1093
```
Positions in Å, forces in eV/Å.

The molar mass is 314.4 g mol⁻¹. The spin multiplicity is 1. Its SMILES is CN(C)S(=O)(=O)N1CCCN(S(=O)(=O)N(C)C)CC1. The highest occupied orbital energy is -0.3340 Eh. The total energy comes out at -45509.5498 eV. For the HOMO-LUMO gap, the calculation gives 9.685 eV.